Density functional theory data (ωB97M-V/def2-TZVPD) for a cluster of 11 separate species, C39H103Cl3N10O10 in total at a distorted geometry.

The geometry in XYZ format:
```
165
Properties=species:S:1:pos:R:3
C -4.1606 -1.7044 6.1332
Cl -3.2340 -2.8526 7.1111
Cl -5.3812 -2.5872 5.2111
Cl -3.0347 -0.8367 5.0865
H -4.6520 -1.0015 6.7857
C -0.2310 -2.4395 -0.1820
C -0.2307 -1.0080 -0.6595
C -1.0777 -0.1253 0.2564
O -2.3827 -0.6474 0.3616
C -3.1444 -0.1321 1.4305
N 1.1477 -0.5224 -0.7079
H -1.2472 -2.8341 -0.1362
H 0.2528 -2.6098 0.7845
H 0.3357 -3.0562 -0.8884
H -0.6607 -0.9085 -1.6625
H -1.0997 0.9313 -0.0711
H -0.5952 -0.0815 1.2534
H -2.6195 -0.2717 2.3880
H -4.0749 -0.6889 1.5498
H -3.3163 0.9412 1.2756
H 1.5870 -0.6104 0.2151
H 1.1986 0.4760 -0.9137
C -4.9160 4.8681 -0.4812
C -3.9331 3.8500 0.0916
C -3.4964 2.8026 -0.9096
O -4.6620 2.1273 -1.3375
C -4.4735 0.8913 -1.9605
N -2.7344 4.5004 0.6434
H -5.8041 4.3772 -0.9028
H -4.4472 5.4171 -1.3002
H -5.3215 5.5229 0.2910
H -4.3541 3.3163 0.9542
H -2.7670 2.1441 -0.4310
H -3.0646 3.2820 -1.8040
H -3.8669 0.8825 -2.8748
H -5.4412 0.4931 -2.2694
H -4.0411 0.1672 -1.2588
H -2.9689 5.2957 1.2247
H -2.1436 4.8765 -0.0995
C 0.6663 3.9215 0.1367
C 0.9525 5.3944 -0.0376
C 2.4262 5.6941 0.1997
O 2.7658 5.5288 1.5742
C 4.1407 5.6884 1.8858
N 0.5476 5.8977 -1.3817
H 1.3815 3.3309 -0.4515
H -0.3167 3.6636 -0.2675
H 0.6519 3.5658 1.1632
H 0.3613 5.9522 0.7002
H 2.6767 6.7508 -0.0122
H 3.0351 5.0554 -0.4663
H 4.3097 5.0665 2.7607
H 4.4000 6.7447 2.0307
H 4.7655 5.3277 1.0564
H 1.0041 6.8090 -1.4841
H 1.1411 5.3481 -2.0354
C -2.9870 -6.4821 5.4090
C -1.5128 -6.2874 5.7291
C -0.8002 -5.4756 4.6538
O -1.5061 -4.2949 4.3833
C -0.9815 -3.5658 3.3128
N -1.4509 -5.5344 6.9890
H -3.5225 -6.7676 6.3075
H -3.1004 -7.2761 4.6607
H -3.4060 -5.6069 4.9130
H -1.0152 -7.2547 5.7999
H -0.6293 -6.0906 3.7522
H 0.2031 -5.1901 5.0109
H -1.8008 -3.0718 2.7931
H -0.3734 -4.1780 2.6477
H -0.3639 -2.7341 3.6903
H -1.9304 -4.6589 6.7825
H -0.5506 -5.3080 7.3864
C 8.4658 3.2282 -1.3778
C 6.9981 2.9217 -1.7017
C 6.1286 2.9374 -0.4572
O 4.9131 2.3299 -0.7578
C 4.0853 2.3236 0.3359
N 6.5553 3.9565 -2.6697
H 8.7345 2.7450 -0.4302
H 8.6306 4.2920 -1.1806
H 9.1265 2.8980 -2.1702
H 7.0081 1.9558 -2.2096
H 5.9906 3.9784 -0.1364
H 6.6420 2.4167 0.3690
H 3.6848 3.3042 0.5999
H 4.4945 1.8290 1.2360
H 3.1876 1.6855 0.3147
H 6.8298 4.8834 -2.3620
H 5.5367 3.9703 -2.7088
C -4.4362 -3.2456 -1.9360
C -5.1492 -4.5195 -1.5810
C -4.4396 -5.2555 -0.4705
O -5.1079 -6.4565 -0.2221
C -4.4289 -7.3156 0.7159
N -6.5722 -4.2312 -1.2495
H -3.3949 -3.4000 -2.2390
H -4.3505 -2.5394 -1.0981
H -4.9638 -2.7004 -2.7210
H -5.1908 -5.1767 -2.4639
H -4.5243 -4.6298 0.4379
H -3.3688 -5.3994 -0.6865
H -5.1169 -8.1256 0.9546
H -4.2190 -6.7687 1.6469
H -3.5022 -7.6976 0.2621
H -6.6225 -3.3552 -0.6826
H -6.8938 -4.9155 -0.5601
C 4.4319 -0.8423 -1.9859
C 3.8145 -1.3741 -3.2785
C 4.7771 -2.1432 -4.1604
O 5.9762 -1.4016 -4.4091
C 6.9290 -2.1167 -5.1760
N 2.6964 -2.2938 -2.9716
H 3.7621 -0.3203 -1.3043
H 5.2920 -0.2065 -2.2390
H 4.8612 -1.6386 -1.3642
H 3.5175 -0.4897 -3.8521
H 4.2658 -2.2649 -5.1333
H 4.9777 -3.1484 -3.7461
H 6.5266 -2.4124 -6.1518
H 7.3251 -2.9726 -4.6174
H 7.7442 -1.4088 -5.3356
H 3.0929 -3.1021 -2.4998
H 2.0682 -1.8446 -2.3028
C 2.7378 2.1706 -4.7809
C 1.7365 3.2483 -4.3561
C 0.6575 2.6663 -3.4724
O -0.0806 1.7489 -4.2056
C -1.4127 1.6308 -3.7792
N 2.4007 4.3415 -3.5834
H 2.2919 1.1964 -4.9816
H 3.5150 2.0517 -4.0214
H 3.2189 2.4805 -5.7154
H 1.2632 3.7955 -5.1738
H 0.0267 3.4694 -3.0640
H 1.1318 2.1958 -2.5903
H -1.9197 2.6017 -3.7921
H -1.4824 1.2337 -2.7498
H -1.8788 0.8648 -4.3953
H 3.0744 3.8870 -2.9544
H 3.0152 4.8374 -4.2303
C 3.2709 -0.9676 2.8278
O 2.5590 -0.5650 1.9315
N 4.4439 -1.5829 2.6403
C 5.3987 -1.6506 3.7346
C 4.9495 -1.8921 1.3129
H 2.9813 -0.8665 3.8810
H 5.0374 -1.0952 4.5983
H 6.3102 -1.1308 3.4325
H 5.5487 -2.6894 4.0237
H 5.6652 -1.0983 1.0815
H 5.4339 -2.8685 1.3941
H 4.1965 -1.9824 0.5461
C -6.9984 -0.7299 0.1265
O -6.8553 -1.8881 0.4803
N -7.1827 0.3239 0.9415
C -7.2490 1.6553 0.3674
C -7.0722 0.2300 2.3694
H -6.9325 -0.4843 -0.9364
H -8.0677 2.2137 0.8214
H -7.2218 1.6384 -0.7164
H -6.3287 2.2090 0.6035
H -6.1856 0.8081 2.6647
H -7.9174 0.6358 2.9368
H -6.9926 -0.7933 2.7209
```

Computed properties:
E: -115052.32932 eV
Total charge: 0
Gap between HOMO and LUMO: 8.58 eV
Spin multiplicity: 1
F_max: 2.90 eV Å⁻¹
HOMO level: -8.322 eV